C6H38NO13 | wB97M-V/def2-TZVPD

orbital gap (spin up / spin down)	10.61 / 6.63	eV
LUMO level (spin up / spin down)	-0.33 / -3.83	eV
HOMO (spin up / spin down)	-0.4019 / -0.3842	Ha
ΔE to the lowest compared entry with this formula, charge and spin	3.204	eV

Structure (ORCA input):
```
! wB97M-V def2-TZVPD RIJCOSX def2/J DEFGRID3
* xyz 0 2
O -3.65 -0.92 -0.68
O -1.51 -2.63 3.80
O -0.76 1.53 -2.49
O -3.59 -2.48 1.61
O 2.54 -1.44 -2.81
O 2.11 0.73 3.83
O 3.45 -1.96 -0.23
O 0.82 3.77 -1.60
O 2.08 1.33 -1.63
O -2.67 3.36 -0.83
O -0.11 -0.81 -2.29
O 1.69 3.20 1.32
O 3.40 0.52 1.08
N 0.30 -0.82 0.17
C 0.09 -2.23 0.14
C -0.68 -2.92 -1.07
C -0.64 0.85 1.68
C -0.90 0.00 0.40
C -1.77 1.74 2.14
C -0.73 -2.06 -2.32
H -2.75 1.45 1.74
H 4.27 -1.70 -0.66
H -0.48 0.52 -2.40
H 2.81 -1.75 -0.92
H -1.74 -1.82 -2.68
H -4.11 -1.04 -1.52
H -0.02 -3.74 -1.35
H 1.91 -0.21 3.84
H 2.34 2.19 -1.97
H -1.73 3.34 -0.66
H 2.42 0.87 2.92
H -1.80 2.81 1.90
H -1.43 1.58 -3.17
H -1.88 1.78 3.23
H -0.03 0.32 2.41
H -0.24 -2.66 -3.11
H -1.63 -3.28 -0.68
H 1.35 3.67 -0.81
H 3.09 0.99 0.28
H -2.89 -0.37 -0.82
H 0.74 -0.51 -0.71
H -3.73 -2.12 0.71
H -1.97 -3.07 3.09
H -1.14 0.65 -0.44
H 2.06 3.23 2.21
H 0.21 3.09 -1.91
H -2.92 2.92 -1.64
H 1.17 1.10 -1.69
H -2.65 -2.51 1.68
H 1.01 -2.79 0.35
H 3.15 -0.36 0.75
H -1.81 -0.57 0.55
H -1.14 -1.83 3.40
H 0.75 3.33 1.47
H 0.12 1.51 1.23
H 1.66 -1.80 -2.64
H -0.57 -2.46 0.98
H 2.38 -0.50 -2.94
*
```